Record 1
{
  "formula": "C2H9N2O",
  "method": "ωB97M-V/def2-TZVPD",
  "e_lumo_ha": -0.17313,
  "max_force_ha_per_bohr": 0.081,
  "e_above_lowest_kcal_mol": 104.3,
  "orbital_gap_ev": 9.382,
  "charge": 1,
  "species": ["C", "C", "N", "N", "O", "H", "H", "H", "H", "H", "H", "H", "H", "H"],
  "positions_angstrom": [[-0.15, 1.10, -1.31], [0.52, -2.22, 1.12], [-0.17, 1.24, 0.14], [0.75, -1.15, 0.43], [-1.37, 1.17, 0.75], [-0.82, 1.79, -1.87], [0.90, 1.23, -1.47], [-0.50, 0.02, -1.62], [1.03, -3.17, 0.98], [0.09, -2.19, 2.13], [0.29, -0.07, 0.65], [1.16, -1.17, -0.51], [0.41, 2.00, 0.45], [-2.14, 1.43, 0.14]]
}



Record 2
{
  "formula": "C2H9N2O",
  "method": "ωB97M-V/def2-TZVPD",
  "e_lumo_ha": -0.12130,
  "max_force_ha_per_bohr": 0.028,
  "e_above_lowest_kcal_mol": 17.9,
  "orbital_gap_ev": 11.093,
  "charge": 1,
  "species": ["C", "N", "H", "H", "H", "H", "H", "H", "C", "N", "O", "H", "H", "H"],
  "positions_angstrom": [[0.55, 1.45, -2.57], [0.32, 0.17, -1.82], [0.64, 1.19, -3.62], [1.37, 1.99, -2.13], [-0.35, 2.05, -2.52], [-0.19, -0.51, -2.38], [1.22, -0.25, -1.59], [-0.18, 0.28, -0.92], [-0.26, -0.99, 1.48], [-0.93, -0.82, 2.63], [0.30, -0.10, 0.85], [-0.23, -2.05, 1.22], [-1.54, -1.54, 2.97], [-0.77, -0.07, 3.29]]
}



Record 3
{
  "formula": "C2H9N2O2",
  "method": "ωB97M-V/def2-TZVPD",
  "e_lumo_ha": 0.16329,
  "max_force_ha_per_bohr": 0.015,
  "e_above_lowest_kcal_mol": 0.0,
  "orbital_gap_ev": 7.970,
  "charge": -1,
  "species": ["N", "C", "O", "H", "H", "H", "H", "H", "N", "C", "O", "H", "H", "H", "H"],
  "positions_angstrom": [[-1.99, 0.77, -2.59], [-1.03, 0.79, -1.50], [-1.03, -0.41, -0.77], [-1.76, -0.02, -3.18], [-2.90, 0.58, -2.20], [-0.04, 0.99, -1.91], [-1.28, 1.62, -0.82], [-0.24, -0.26, -0.07], [1.94, -1.36, 2.10], [1.19, -0.09, 1.97], [0.88, 0.28, 0.71], [1.39, -2.08, 1.65], [2.78, -1.27, 1.53], [0.28, -0.23, 2.59], [1.82, 0.67, 2.48]]
}



Record 4
{
  "formula": "C2H9N2OP",
  "method": "ωB97M-V/def2-TZVPD",
  "e_lumo_ha": 0.02857,
  "max_force_ha_per_bohr": 0.100,
  "e_above_lowest_kcal_mol": 30.6,
  "orbital_gap_ev": 9.897,
  "species": ["C", "N", "P", "O", "H", "H", "H", "H", "C", "N", "H", "H", "H", "H", "H"],
  "positions_angstrom": [[-0.73, 1.95, -0.18], [0.66, 1.74, -0.09], [1.71, 1.00, -1.22], [2.94, 0.71, -0.52], [-1.29, 1.18, 0.46], [-0.98, 2.96, 0.08], [-0.97, 1.97, -1.17], [1.03, 1.88, 0.94], [-0.95, -1.81, 0.18], [0.50, -1.68, 0.20], [-1.31, -1.63, -0.77], [-1.27, -2.86, 0.50], [-1.25, -1.17, 1.04], [0.86, -2.28, -0.52], [1.06, -1.95, 1.08]]
}



Record 5
{
  "formula": "C2H9N2OP3",
  "method": "ωB97M-V/def2-TZVPD",
  "e_lumo_ha": 0.00533,
  "max_force_ha_per_bohr": 0.081,
  "e_above_lowest_kcal_mol": 68.5,
  "orbital_gap_ev": 7.822,
  "species": ["C", "C", "N", "N", "O", "P", "P", "P", "H", "H", "H", "H", "H", "H", "H", "H", "H"],
  "positions_angstrom": [[0.97, -1.29, -0.19], [2.62, 0.42, 0.35], [-2.55, 0.60, 1.18], [1.25, -0.11, 0.33], [1.62, -2.03, -0.88], [-0.83, 1.15, -1.05], [-1.26, -1.97, 0.52], [-2.29, -0.24, -0.30], [3.11, 0.25, 1.30], [3.23, -0.08, -0.40], [2.65, 1.57, 0.15], [-2.82, 1.61, 0.99], [-3.21, 0.25, 1.92], [0.58, 0.58, 0.76], [-0.05, 0.47, -2.05], [-1.85, 1.37, -1.99], [-1.17, -2.56, -0.62]]
}



Record 6
{
  "formula": "C2H9N2S2",
  "method": "ωB97M-V/def2-TZVPD",
  "e_lumo_ha": -0.14193,
  "max_force_ha_per_bohr": 0.023,
  "e_above_lowest_kcal_mol": 15.4,
  "orbital_gap_ev": 8.738,
  "charge": 1,
  "species": ["C", "N", "C", "N", "H", "H", "H", "H", "H", "H", "H", "S", "S", "H", "H"],
  "positions_angstrom": [[-2.47, -1.20, -0.75], [-1.06, -0.76, -0.89], [-0.71, 0.45, -0.59], [0.52, 0.94, -0.63], [-2.45, -2.24, -0.42], [-2.98, -1.14, -1.71], [-2.97, -0.58, -0.02], [-0.51, -1.34, -1.51], [-1.44, 1.17, -0.23], [1.32, 0.35, -0.81], [0.68, 1.84, -0.21], [3.55, -0.35, 2.20], [2.59, 1.51, 2.55], [4.38, 0.13, 1.26], [1.55, 1.20, 1.76]]
}



Record 7
{
  "formula": "C2H9N3O",
  "method": "ωB97M-V/def2-TZVPD",
  "e_lumo_ha": 0.03333,
  "max_force_ha_per_bohr": 0.111,
  "e_above_lowest_kcal_mol": 101.4,
  "orbital_gap_ev": 9.481,
  "species": ["C", "C", "N", "N", "N", "O", "H", "H", "H", "H", "H", "H", "H", "H", "H"],
  "positions_angstrom": [[-0.24, 0.66, 0.66], [0.50, -0.15, 1.70], [-0.39, -1.10, -1.00], [-1.24, -0.02, -0.02], [0.20, -0.76, -2.21], [0.57, 1.51, -0.09], [1.49, 1.38, 0.16], [-0.42, -2.04, -0.63], [-1.70, 0.61, -0.68], [-1.15, 1.44, 1.28], [0.82, 0.05, -2.11], [-0.49, -0.52, -2.92], [0.97, 0.52, 2.42], [1.27, -0.76, 1.23], [-0.20, -0.80, 2.22]]
}



Record 8
{
  "formula": "C2H9N3O",
  "method": "ωB97M-V/def2-TZVPD",
  "e_lumo_ha": 0.04018,
  "max_force_ha_per_bohr": 0.010,
  "e_above_lowest_kcal_mol": 51.6,
  "orbital_gap_ev": 10.303,
  "species": ["N", "C", "C", "O", "H", "H", "H", "H", "H", "N", "N", "H", "H", "H", "H"],
  "positions_angstrom": [[1.46, -1.94, 0.33], [1.06, -0.68, -0.27], [1.54, 0.56, 0.43], [1.19, 1.68, 0.18], [2.47, -1.99, 0.43], [1.04, -2.05, 1.24], [-0.04, -0.64, -0.33], [1.44, -0.65, -1.30], [2.29, 0.37, 1.24], [-1.93, 1.29, 0.30], [-2.01, 0.20, -0.62], [-0.99, 1.68, 0.25], [-2.59, 2.03, 0.08], [-2.84, -0.35, -0.38], [-2.09, 0.50, -1.59]]
}



Record 9
{
  "formula": "C2H9N3O",
  "method": "ωB97M-V/def2-TZVPD",
  "e_lumo_ha": 0.02737,
  "max_force_ha_per_bohr": 0.125,
  "e_above_lowest_kcal_mol": 186.0,
  "orbital_gap_ev": 8.855,
  "species": ["C", "C", "N", "N", "N", "O", "H", "H", "H", "H", "H", "H", "H", "H", "H"],
  "positions_angstrom": [[-0.56, 1.17, -0.57], [0.38, 0.09, 2.19], [-0.51, -0.31, -0.47], [0.28, -0.70, 0.99], [-0.27, -0.90, -2.49], [0.70, -0.75, -0.98], [0.20, -1.70, 1.15], [-0.18, -1.92, -2.53], [0.48, -0.51, -3.06], [0.44, 1.62, -0.57], [-1.14, 1.55, 0.27], [-1.07, 1.42, -1.50], [1.17, -0.29, 2.85], [0.64, 1.13, 1.96], [-0.56, 0.09, 2.76]]
}



Record 10
{
  "formula": "C2H9N3O",
  "method": "ωB97M-V/def2-TZVPD",
  "e_lumo_ha": [0.01591, 0.01592],
  "max_force_ha_per_bohr": 0.018,
  "e_above_lowest_kcal_mol": 109.4,
  "orbital_gap_ev": [8.235, 8.236],
  "species": ["C", "C", "N", "N", "N", "O", "H", "H", "H", "H", "H", "H", "H", "H", "H"],
  "positions_angstrom": [[-1.65, -0.41, 0.57], [-0.54, 1.24, -0.81], [1.52, 0.60, 0.00], [-0.89, 0.84, 0.40], [1.56, -0.86, -0.03], [-1.13, -1.47, -0.18], [-0.13, -1.44, -0.06], [2.49, 0.93, -0.10], [-0.01, 0.92, 0.98], [2.07, -1.23, 0.77], [2.04, -1.20, -0.86], [-1.64, -0.61, 1.65], [-2.68, -0.25, 0.26], [-0.02, 2.18, -0.92], [-1.00, 0.77, -1.67]]
}



Record 11
{
  "formula": "C2H9N3O",
  "method": "ωB97M-V/def2-TZVPD",
  "e_lumo_ha": 0.02460,
  "max_force_ha_per_bohr": 0.070,
  "e_above_lowest_kcal_mol": 23.9,
  "orbital_gap_ev": 10.129,
  "species": ["H", "N", "C", "N", "N", "C", "H", "H", "H", "H", "H", "H", "O", "H", "H"],
  "positions_angstrom": [[-0.26, 1.41, -1.62], [0.11, 1.05, -0.71], [-0.93, 0.31, -0.29], [-2.16, 0.33, -0.94], [-0.85, -0.66, 0.74], [0.38, -0.69, 1.57], [-2.56, -0.61, -0.85], [-2.04, 0.72, -1.93], [-1.72, -0.70, 1.28], [1.29, -0.86, 0.92], [0.25, -1.44, 2.50], [0.70, 0.28, 1.98], [2.81, 0.08, -0.64], [3.09, 0.37, -1.49], [1.89, 0.40, -0.51]]
}



Record 12
{
  "formula": "C2H9N3O2",
  "method": "ωB97M-V/def2-TZVPD",
  "e_lumo_ha": 0.03279,
  "max_force_ha_per_bohr": 0.010,
  "e_above_lowest_kcal_mol": 76.2,
  "orbital_gap_ev": 10.112,
  "species": ["C", "N", "O", "H", "H", "H", "H", "H", "C", "N", "N", "O", "H", "H", "H", "H"],
  "positions_angstrom": [[-1.53, 0.04, -1.13], [-0.88, 0.43, 0.12], [-0.75, 1.84, 0.11], [0.10, 1.94, 0.61], [-1.07, -0.28, 1.15], [-2.47, 0.59, -1.22], [-0.88, 0.26, -1.98], [-1.75, -1.03, -1.09], [0.51, -0.37, 0.51], [1.06, -1.04, -0.64], [1.42, 0.65, 0.99], [-0.10, -1.08, 1.47], [1.66, 0.46, 1.95], [2.23, 0.80, 0.41], [0.48, -1.83, -0.87], [1.98, -1.40, -0.41]]
}